1.
# C7H12O

A cluster of 2 separate species, C7H12O in total (wB97M-V/def2-TZVPD, the Open Molecules 2025 dataset).

```
20
Properties=species:S:1:pos:R:3:nbo_charge:R:1
C 0.79837 -1.63477 1.86659 -0.19
C 2.00494 -2.19992 1.85878 -0.55
C -0.71307 -0.61759 0.40991 -0.44
C 0.29392 -0.40079 1.31766 -0.44
C -2.36632 1.54441 -2.30300 -0.65
C -1.32387 0.85360 -1.59047 -0.26
C -1.50769 0.22798 -0.38833 -0.16
H 0.07256 -2.33117 2.45215 0.13
H 2.90583 -1.85062 1.51345 0.16
H 2.23739 -2.98010 2.41504 0.15
H -1.10591 -1.65046 0.29951 0.18
H 0.69461 0.69709 1.68428 0.18
H -2.94799 0.63659 -2.70436 0.20
H -2.91692 2.17895 -1.59578 0.20
H -2.09378 2.25377 -3.02546 0.20
H -0.47650 0.52857 -2.16390 0.18
H -2.45328 0.49828 0.12772 0.13
H 2.55525 0.72368 0.11643 0.50
H 3.16237 2.22391 -0.02304 0.47
O 3.18011 1.29859 -0.26717 -0.99
```

Summary:
ΔE to the lowest compared entry with this formula, charge and spin ... 314.4 kJ/mol
HOMO level (spin up / spin down) ... 0.0198 / -0.1298 hartree
Expectation value of S² ... 0.757
Orbital gap (spin up / spin down) ... 0.1220 / 0.2684 hartree
DFT total energy ... -9496.281 eV
Charge ... -1
Largest force on an atom ... 4.91 eV Å⁻¹
2S+1 ... 2

---

2.
# C6H12N2O2

A structure of composition C6H12N2O2 (wB97M-V/def2-TZVPD, the Open Molecules 2025 dataset).

```
22
Properties=species:S:1:pos:R:3:nbo_charge:R:1
C 1.05401 0.30365 0.29220 0.13
C 0.28216 1.52659 0.60090 -0.44
C -0.94697 1.53231 -0.40765 -0.36
C -1.88928 0.37079 0.04891 -0.28
C -1.62677 -2.15475 -0.15310 -0.50
C 2.51790 0.49977 0.06987 -0.10
N -1.29607 -0.87522 0.40331 -0.11
N 0.50289 -0.84781 0.12166 0.10
O 1.05172 -1.88858 -0.25947 -0.50
O 3.27686 -0.59350 -0.34758 -0.73
H -0.05684 1.52786 1.59635 0.22
H 0.79848 2.39829 0.42645 0.22
H -1.43029 2.47216 -0.26919 0.21
H -0.69279 1.41180 -1.37720 0.20
H -2.31399 0.82443 0.93860 0.22
H -2.64627 0.29280 -0.83746 0.18
H -2.26708 -2.57063 0.59339 0.22
H -2.07969 -2.22450 -1.12272 0.21
H -0.72281 -2.85471 -0.28787 0.26
H 3.09255 0.86216 0.94004 0.19
H 2.71282 1.33494 -0.78665 0.16
H 2.67945 -1.34787 -0.18278 0.48
```

Summary:
ΔE to the lowest compared entry with this formula, charge and spin ... 88.3 kJ/mol
HOMO level (spin up / spin down) ... -0.2253 / -0.3041 hartree
Expectation value of S² ... 2.010
Orbital gap (spin up / spin down) ... 0.2572 / 0.2379 hartree
DFT total energy ... -13483.775 eV
Largest force on an atom ... 4.90 eV Å⁻¹
2S+1 ... 3